one) Entry from the Open Molecules 2025 dataset: C4H7CaO3 as an isolated structure (the ωB97M-V functional and the def2-TZVPD basis).

XYZ file:
```
15
Properties=species:S:1:pos:R:3
H -1.4604 -1.2152 -1.3097
Ca -0.6500 -4.1753 0.9511
O -1.3155 -2.2152 0.7211
C -1.4826 -1.3262 -0.1089
O -1.9702 -0.1678 0.2102
C -2.1415 0.6699 -0.8867
H -2.1551 1.7169 -0.5992
H -2.7913 0.3142 -1.6839
O 1.0378 -0.3856 -0.4937
C 1.2644 0.5102 0.2930
C 2.5676 1.2123 0.4333
H 0.4643 0.8403 0.9942
H 3.3131 0.8356 -0.2747
H 2.4001 2.2904 0.2840
H 2.9194 1.0955 1.4699
```

The multiplicity is 2. As for the HOMO-LUMO gap (spin up / spin down): 0.230 / 0.236 Ha. The charge is +2. The HOMO energy (spin up / spin down) is -16.1047 / -16.2795 eV. Its LUMO energy (spin up / spin down) is -9.8 / -9.8 eV.



two) Entry from the Open Molecules 2025 dataset: C4H7CaO3 as an isolated structure (the ωB97M-V functional and the def2-TZVPD basis).

XYZ file:
```
15
Properties=species:S:1:pos:R:3
H 2.0921 1.7218 -0.7240
Ca 1.5881 -3.8604 -0.4608
O 1.5406 -1.9187 -1.2630
C 1.5895 -0.7220 -1.0316
O 1.2778 0.1884 -1.8600
C 1.2735 1.5732 -1.4340
H 0.3063 1.7517 -0.8725
H 1.3699 2.1796 -2.3353
O -0.3531 0.8040 2.4231
C -0.7733 -0.0100 1.6248
C -2.2067 -0.1796 1.2695
H -0.0367 -0.7655 1.1571
H -2.7954 0.7104 1.5133
H -2.2731 -0.4112 0.1955
H -2.5995 -1.0618 1.7977
```

The multiplicity is 2. As for the HOMO-LUMO gap (spin up / spin down): 0.211 / 0.208 Ha. The charge is +2. The HOMO energy (spin up / spin down) is -15.9216 / -15.8900 eV. Its LUMO energy (spin up / spin down) is -10.2 / -10.2 eV.



Relative energy of each structure, in eV: one) 0.000; two) 0.268.